(1)
80
Properties=species:S:1:pos:R:3 method="wB97M-V/def2-TZVPD" charge=-1 lumo_ha=0.082
Ba 0.000 0.000 0.000
Cl 0.762 7.543 2.760
Cl -1.305 0.528 -1.841
Cl -0.059 2.169 0.827
Si -0.981 6.601 3.463
O -0.077 -2.047 -0.498
O 1.067 -0.696 1.697
O 1.685 0.116 -0.814
N -2.492 -0.632 1.220
N -0.190 -3.736 -2.011
N 3.322 -0.331 1.595
C 2.476 -1.935 -5.068
C 2.685 2.815 -1.677
C 2.871 -1.934 -2.329
C 2.353 -0.797 -2.938
C 0.054 -4.776 -1.034
C -0.211 -2.449 -1.667
C 2.235 -1.086 1.522
C 5.631 1.985 -2.273
C -4.950 -1.461 2.194
C 3.156 1.456 -2.080
C 3.207 -3.054 -3.077
C -0.473 5.466 4.856
C -3.337 -1.324 0.408
C -0.319 -4.137 -3.396
C 3.233 1.106 1.785
C -6.279 -1.935 2.704
C -4.579 -1.746 0.876
C 2.023 0.439 -2.133
C 4.621 -0.856 1.235
C 2.152 -0.816 -4.315
C -4.064 -0.743 3.015
C -2.827 -0.332 2.502
C -2.134 7.944 4.057
C 3.014 -3.058 -4.452
C 4.422 1.115 -2.332
C -1.712 5.650 2.032
H 4.616 0.093 -2.637
H 3.275 -3.930 -5.039
H -2.625 5.139 2.335
H -0.005 6.020 5.667
H 1.980 2.743 -0.851
H 2.445 -2.144 1.312
H -0.378 -1.750 -2.485
H 5.420 2.993 -1.927
H 0.580 -4.656 -3.725
H 4.575 -1.938 1.142
H -1.959 6.312 1.203
H -0.447 -3.259 -4.020
H 1.014 -5.258 -1.226
H -4.323 -0.512 4.041
H 2.994 -1.927 -1.257
H 4.936 -0.433 0.281
H 6.392 1.559 -1.613
H -1.177 -4.796 -3.524
H -6.332 -3.042 2.626
H 2.313 -1.931 -6.138
H -5.240 -2.300 0.221
H -3.038 -1.556 -0.605
H 5.356 -0.600 1.997
H 3.577 1.607 0.884
H 0.065 -4.333 -0.045
H -0.730 -5.531 -1.085
H 3.622 -3.927 -2.587
H 1.178 0.928 -2.629
H 1.737 0.060 -4.799
H 0.238 4.715 4.515
H -2.130 0.208 3.129
H -3.063 7.515 4.435
H 3.491 3.487 -1.393
H 3.860 1.400 2.627
H 6.099 2.069 -3.258
H -1.684 8.525 4.860
H -2.388 8.632 3.252
H 2.202 1.387 1.960
H -1.017 4.899 1.660
H -6.433 -1.649 3.765
H -1.339 4.944 5.264
H -7.093 -1.491 2.093
H 2.140 3.283 -2.501

***

(2)
19
Properties=species:S:1:pos:R:3 method="wB97M-V/def2-TZVPD" charge=-1 lumo_ha=0.141
O 2.582 0.897 -0.401
O -1.357 -0.454 -1.823
O 4.429 -0.708 0.029
C -2.077 -0.920 -0.715
C -2.233 0.194 0.331
C 0.262 1.019 0.217
C 1.503 0.429 0.096
C -0.838 0.381 1.044
H 4.476 -1.081 -0.848
H 1.613 -0.561 0.570
H -3.000 -1.360 -1.083
H 3.723 0.088 -0.007
H 0.084 2.041 -0.035
H -1.537 -1.758 -0.183
H -2.446 1.164 -0.156
H -1.062 1.130 1.837
H -0.556 0.026 -1.515
H -0.538 -0.520 1.566
H -3.029 -0.008 1.077

***

(3)
14
Properties=species:S:1:pos:R:3 method="wB97M-V/def2-TZVPD" charge=0 lumo_ha=0.008
O 2.554 -0.656 -1.575
O 0.346 -0.618 -1.277
C -1.956 -0.251 1.235
C 1.660 -0.137 -0.987
C 1.753 0.911 0.078
C -0.579 0.284 -1.509
H -1.453 -0.353 -1.783
H -1.703 0.446 0.429
H 1.410 0.498 1.033
H 2.798 1.212 0.163
H -1.442 -1.204 1.080
H -3.035 -0.415 1.247
H -1.640 0.185 2.186
H 1.116 1.764 -0.166

***

(4)
18
Properties=species:S:1:pos:R:3 method="wB97M-V/def2-TZVPD" charge=-1 lumo_ha=0.145
O -0.012 -1.768 0.157
N -0.784 -2.169 2.358
N 0.781 1.856 -1.362
C -0.291 1.123 -0.671
C 0.341 -1.723 1.441
C -1.329 0.616 -1.643
C 1.592 2.488 -0.644
H 1.557 2.543 0.447
H -1.473 -2.525 1.702
H -0.485 -2.966 2.914
H -2.129 0.121 -1.096
H -0.731 1.772 0.091
H 1.225 -2.367 1.693
H -0.887 -0.133 -2.294
H -1.755 1.416 -2.259
H 0.121 0.243 -0.154
H 2.410 3.024 -1.129
H 0.614 -0.694 1.799

***

(5)
79
Properties=species:S:1:pos:R:3 method="wB97M-V/def2-TZVPD" charge=+4 s2=0.786 multiplicity=2 lumo_ha="-0.390 / -0.493"
Ir 0.181 0.890 0.279
S 1.797 1.905 -1.061
S 3.168 1.128 3.661
N -4.096 0.542 -0.025
N -1.676 -2.019 2.782
N -1.599 -2.646 1.596
N -1.278 1.702 -1.078
N -0.032 -0.880 -1.144
N 0.872 3.436 -3.182
N -7.492 0.651 0.268
N -0.645 2.465 -2.087
N -0.774 -0.575 1.473
N -0.288 -3.299 -2.481
N -0.293 3.742 -3.824
N 1.743 0.561 1.570
C -5.226 0.697 -0.955
C 1.805 1.387 2.620
C -1.039 -1.753 0.824
C 3.711 -0.118 2.622
C 4.572 -3.061 -0.390
C -0.222 4.282 3.755
C 4.862 -0.895 2.740
C -1.133 4.289 2.694
C 0.760 3.326 3.773
C 5.964 -2.712 -0.966
C -2.673 3.184 -3.456
C 0.825 2.393 2.718
C 0.366 -1.015 -2.406
C 0.697 2.660 -2.126
C -0.588 -1.956 -0.555
C 3.056 -1.249 0.535
C 4.646 -4.428 0.330
C 4.203 -2.019 0.627
C 2.804 -0.296 1.512
C -0.707 -3.164 -1.228
C 5.096 -1.820 1.757
C -1.073 3.360 1.657
C -1.178 -0.785 2.715
C -6.536 -0.054 -0.675
C 0.235 -2.233 -3.071
C -0.082 2.387 1.612
C 3.562 -3.147 -1.532
C -1.224 3.150 -3.157
H 2.566 -3.426 -1.173
H -0.297 5.018 4.543
H 6.755 -2.772 -0.219
H -4.267 1.009 0.860
H -1.931 1.041 -1.498
H 1.744 3.812 -3.533
H 5.437 -4.466 1.078
H 1.479 3.295 4.584
H 3.499 -2.209 -2.090
H -2.824 3.793 -4.345
H 3.878 -3.920 -2.230
H -7.094 -0.184 -1.601
H 0.580 -2.343 -4.092
H -7.773 1.569 -0.091
H -3.059 2.183 -3.659
H -1.151 -4.027 -0.745
H 3.699 -4.682 0.808
H -1.835 2.343 -0.515
H -1.849 3.458 0.903
H -3.235 3.634 -2.635
H -2.045 -2.507 3.588
H -4.908 0.326 -1.931
H -5.427 1.762 -1.090
H -1.908 5.045 2.677
H 5.986 -2.431 1.817
H -8.353 0.104 0.377
H -6.356 -1.040 -0.248
H 2.375 -1.370 -0.293
H -1.126 -0.097 3.544
H 5.977 -1.717 -1.413
H 5.544 -0.769 3.570
H -3.931 -0.440 0.175
H -7.109 0.786 1.206
H 6.203 -3.436 -1.745
H 4.868 -5.194 -0.413
H 0.820 -0.160 -2.889

***

(6)
33
Properties=species:S:1:pos:R:3 method="wB97M-V/def2-TZVPD" charge=+1 lumo_ha="-0.251 / -0.252"
Au -1.364 2.523 -0.641
S -1.267 2.560 2.731
S -1.113 6.728 1.366
N 0.626 1.175 1.512
N -1.567 0.785 -1.720
N 1.347 2.546 3.172
N -0.136 0.850 0.535
N -1.268 4.260 0.149
C 2.712 -3.203 1.026
C 0.341 2.075 2.433
C -2.365 0.735 -2.784
C 2.642 -2.795 -0.299
C -2.115 -1.629 -2.971
C -1.205 5.309 0.677
C 0.802 -1.349 0.252
C -0.985 -0.351 -1.283
C 0.858 -1.786 1.575
C -2.672 -0.444 -3.440
C 1.799 -2.724 1.955
C -0.105 -0.259 -0.135
C 1.680 -1.883 -0.693
C -1.252 -1.581 -1.893
H 1.820 -3.076 2.976
H 3.342 -3.181 -1.025
H 1.639 -1.546 -1.718
H -0.795 -2.477 -1.502
H -3.340 -0.433 -4.286
H 1.152 3.133 3.965
H 2.290 2.233 3.009
H -2.770 1.677 -3.125
H 3.480 -3.895 1.333
H 0.143 -1.405 2.289
H -2.354 -2.571 -3.438

***

The evaluated electronic energy for the records listed, in turn: -3101.99247 -422.84515 -307.57603 -343.71655 -2645.04363 -1745.61491 hartree.
The evaluated ΔE to the lowest compared entry with this formula, charge and spin for the records listed, in turn: 10.710 1.865 3.712 1.486 1.082 2.460 eV.